[1]
Molecular formula: C30H82O11
Method: DFT, the ωB97M-V functional and the def2-TZVPD basis

## Properties
Kohn-Sham gap (alpha / beta)   8.62 / 2.36 eV
Total charge   +1
Highest occupied orbital energy (alpha / beta)   -11.1 / -11.1 eV
Multiplicity   2
Energy relative to the best compared isomer or geometry (same formula, charge and spin)   0.000 eV

The geometry in XYZ format:
```
123
C30H82O11 (the ωB97M-V functional and the def2-TZVPD basis)
C -3.08 3.28 -3.19
O -0.98 0.99 -1.69
H 0.11 -3.96 0.40
C 0.29 0.09 0.09
H -2.86 2.90 2.96
C -0.50 5.44 -0.33
H 0.74 -3.68 -4.13
H -0.58 2.33 3.48
O -0.48 5.37 1.06
H -0.92 -2.07 2.70
H 0.19 -0.30 1.10
C -2.65 2.09 3.65
O 1.52 -3.84 -3.59
C -2.64 -3.72 -1.06
H 2.45 -3.20 -1.84
H -1.29 -6.34 -0.72
C -2.39 -3.43 3.61
H 4.72 3.30 -0.18
H 3.35 1.26 5.56
O 4.08 1.24 -2.72
H 1.97 3.22 -5.62
H 1.58 -3.75 3.75
C -2.92 -5.03 -0.24
H -1.50 -0.80 -0.87
H 2.90 -2.96 0.49
H -1.42 4.99 -0.72
H -2.60 -6.21 -1.92
H 4.02 3.63 -1.77
H 0.86 0.59 -5.24
H -2.33 3.50 -2.43
H 0.94 -0.55 -0.50
H 4.01 -0.44 5.29
H 3.13 1.36 -2.81
C 0.58 4.46 -0.78
H -2.78 -7.23 -0.44
C -2.37 -6.31 -0.86
C -4.53 3.01 -1.17
C 2.14 -1.56 -3.19
H -4.36 -3.82 2.66
H 1.56 4.90 -0.59
H -0.27 1.85 -5.65
C -0.33 6.87 -0.76
H 2.98 -1.72 -3.87
H -4.02 -4.90 3.94
O -3.64 1.12 -2.42
H -5.34 2.47 -0.69
H -2.06 -3.12 4.61
C 2.28 2.84 -4.64
H 0.60 3.48 -0.30
H 0.55 1.38 -2.35
C -1.07 0.17 -0.59
H 1.77 2.22 3.87
C -1.98 -2.30 2.63
H 3.48 -0.14 2.89
H -2.48 -5.04 0.76
C -4.17 2.45 -2.60
H 4.66 0.64 0.57
C 0.97 2.32 -3.94
H 4.76 0.91 4.47
H -2.62 2.69 -3.98
H 1.97 -1.27 4.38
H 5.63 1.67 -1.44
H 2.48 -4.89 2.15
H -1.57 -3.50 -0.97
C 3.81 0.54 4.87
H -2.56 -1.41 2.89
C 0.22 1.36 -4.81
H 1.74 1.56 2.25
H 3.01 2.82 -0.56
O 0.98 -4.01 3.05
C 1.68 -2.87 -2.55
H -4.34 0.67 -1.93
C 2.93 0.36 3.68
H 3.26 0.08 -0.34
C 2.40 -2.86 1.45
C -3.96 -3.84 3.67
H -5.02 2.50 -3.29
H -3.20 -2.88 -0.64
H 3.11 -2.56 2.22
H 0.59 4.20 -1.84
C 4.29 0.41 -0.43
H 0.35 3.17 -3.70
C 2.38 1.71 3.12
O -1.68 -4.58 3.20
H -2.86 -3.83 -2.12
H 0.81 1.04 0.16
H -3.41 1.30 3.62
O -0.99 0.56 4.41
H -0.62 0.86 -4.31
O 1.78 -0.42 3.98
H -0.23 6.92 -1.85
H 2.75 3.64 -4.07
C 4.03 2.93 -0.93
H -0.74 -4.37 3.12
H 2.51 -0.85 -2.45
H -3.42 4.22 -3.62
H 0.74 -2.88 -2.00
C 1.71 -4.19 1.85
H 2.99 2.06 -4.91
H -1.23 1.04 2.45
C 0.81 -4.75 0.68
H -0.14 0.15 4.22
H 1.70 -2.04 1.33
H -1.84 0.96 -2.12
H -4.60 -3.24 4.31
C -1.29 1.50 3.43
H -2.12 -2.53 1.58
H 0.29 -5.66 0.97
H -3.67 2.84 -0.53
H 4.81 -0.49 -0.75
H -4.67 4.09 -1.13
H -2.78 2.52 4.64
H 1.47 -4.93 -0.16
H 0.49 7.40 -0.28
H 1.38 -1.03 -3.75
H -4.48 -6.01 0.36
H 3.13 2.43 2.80
C 4.55 1.57 -1.42
O -4.28 -5.25 -0.19
H -1.35 5.62 1.36
H -1.22 7.46 -0.54
H -1.86 0.51 0.08
O 1.37 1.58 -2.82
```

Atomic partial charges in e from the Löwdin method, atoms 1 to 4: -0.06, -0.08, 0.06, -0.05

[2]
Molecular formula: C16H34O12S4
Method: DFT, the ωB97M-V functional and the def2-TZVPD basis

## Properties
Kohn-Sham gap   9.58 eV
SMILES string   O=S1(=O)CCCC1.O=S1(=O)CCCC1.O=S1(=O)CCCC1.O=S1(=O)OCCO1.OCCO
Highest occupied orbital energy   -9.5 eV

The geometry in XYZ format:
```
66
C16H34O12S4 (the ωB97M-V functional and the def2-TZVPD basis)
O -0.43 20.91 15.69
H -5.93 24.63 20.33
H -3.52 20.76 17.26
H -1.00 21.11 20.20
S -1.39 21.49 16.61
C -4.21 25.87 19.83
H -6.32 26.13 19.46
C -3.11 26.61 16.04
H 2.12 27.38 18.82
H -2.67 24.73 15.10
O -5.09 28.02 17.18
H -1.11 25.89 21.39
C -5.60 25.32 19.55
H -4.82 24.29 15.30
C -4.08 20.28 24.17
O -4.22 22.32 21.31
C -3.10 19.50 23.29
H -6.27 25.85 16.00
C 1.54 27.98 20.90
H -1.26 27.63 20.88
H -2.86 26.13 13.95
H -2.14 19.43 23.81
C -0.59 26.79 21.07
O -5.59 24.64 18.29
O -3.00 20.29 22.11
H -0.27 22.88 18.19
H -3.96 26.61 19.06
S -4.61 27.63 15.86
C -2.56 20.25 17.24
H 0.34 21.24 18.05
H -4.05 26.23 20.85
H -3.26 25.99 16.92
H -4.66 19.64 24.84
C -1.47 21.26 19.23
O -5.26 20.12 20.98
H 2.48 28.36 21.29
S -4.44 20.99 21.78
C -2.03 19.95 18.64
H -2.51 19.43 16.53
H -3.38 24.09 20.15
S 0.08 26.32 19.44
C -0.57 21.84 18.17
H -4.90 24.95 13.68
C 1.75 26.98 19.76
H -6.34 26.73 14.47
H -2.35 21.88 19.41
H -2.22 27.22 16.03
O -0.57 27.02 18.37
H 2.43 26.18 20.04
H -1.25 19.19 18.71
C -5.67 26.28 15.20
H 0.33 27.93 22.69
O 0.20 24.88 19.40
C 0.62 27.24 21.90
C -3.23 25.62 14.84
C -4.72 25.20 14.72
H 1.19 26.37 22.23
O -3.21 24.86 19.59
H -3.60 21.03 24.79
H 1.00 28.86 20.54
H -4.67 24.65 17.97
H -3.41 18.48 23.04
O -4.99 20.95 23.30
O -2.12 22.69 16.23
O -4.31 28.58 14.80
H -2.86 19.59 19.26
```

Atomic partial charges in e from the Löwdin method, atoms 1 to 4: -0.33, 0.11, 0.11, 0.12

[3]
Molecular formula: C14H19ClN2O3
Method: DFT, the ωB97M-V functional and the def2-TZVPD basis

## Properties
Kohn-Sham gap   8.23 eV
Highest occupied orbital energy   -8.0 eV
Energy relative to the best compared isomer or geometry (same formula, charge and spin)   17.358 eV

The geometry in XYZ format:
```
39
C14H19ClN2O3 (the ωB97M-V functional and the def2-TZVPD basis)
C 1.08 -0.68 4.90
H -1.10 1.14 -4.25
O 1.98 -2.02 0.02
H -1.67 0.13 -0.89
H -3.25 0.15 -4.66
H -0.36 -1.13 -0.89
C -1.99 -1.64 -2.28
C -1.12 -0.56 -1.50
H 0.19 1.81 -1.63
C 1.64 -0.70 0.54
C -2.47 -0.48 -3.88
H 1.39 1.47 0.37
O 0.07 1.25 1.73
H 0.07 1.08 4.51
H 1.03 -0.94 5.78
C 1.76 0.40 -1.60
N 1.79 0.35 -0.10
H 2.59 -2.30 2.33
H 1.90 -0.57 -1.97
Cl 2.63 -2.89 5.14
H 1.01 1.71 -3.15
H -1.29 2.83 1.56
C 0.66 0.38 2.64
O -2.93 -0.96 -2.92
C 1.56 -0.64 2.05
C 0.47 1.08 -2.14
H -1.64 1.60 3.00
C 2.15 -1.63 2.77
H -1.41 -2.46 -2.82
C -0.92 2.16 2.49
H -2.63 -2.20 -1.27
C 0.58 0.50 4.06
N -0.55 0.28 -2.64
H -1.93 -0.84 -4.58
H -1.77 1.48 -3.04
C -1.47 0.65 -3.51
H 2.77 1.15 -1.81
C 1.74 -1.67 4.34
H -0.55 2.71 3.30
```

Atomic partial charges in e from the Löwdin method, atoms 1 to 4: -0.06, 0.08, -0.15, 0.12

[4]
Molecular formula: C4H10NO3
Method: DFT, the ωB97M-V functional and the def2-TZVPD basis

## Properties
Kohn-Sham gap   6.98 eV
Total charge   -1
Highest occupied orbital energy   -3.4 eV
Energy relative to the best compared isomer or geometry (same formula, charge and spin)   4.100 eV

The geometry in XYZ format:
```
18
C4H10NO3 (the ωB97M-V functional and the def2-TZVPD basis)
O 0.91 2.56 1.21
O 0.72 -1.50 -3.53
C 0.94 -0.69 -2.65
H 1.87 -0.02 -2.69
O -2.40 -1.37 1.88
H -0.90 1.22 0.03
H -0.09 -1.72 -1.22
H -1.69 -2.05 1.94
C 0.25 1.63 1.79
H 1.56 0.81 -0.29
H -0.95 -0.19 -1.76
H -1.89 -0.59 1.34
H 0.77 0.97 2.53
C 0.10 -0.62 -1.49
C 0.76 -0.01 -0.26
H -0.81 1.91 2.19
H 1.20 -0.93 0.40
N -0.34 0.59 0.58
```

Atomic partial charges in e from the Löwdin method, atoms 1 to 4: -0.30, 0.01, -0.32, 0.14

[5]
Molecular formula: CH2FLiMnO
Method: DFT, the ωB97M-V functional and the def2-TZVPD basis

## Properties
Kohn-Sham gap (alpha / beta)   7.26 / 11.12 eV
Total charge   +1
Highest occupied orbital energy (alpha / beta)   -11.6 / -15.9 eV
Multiplicity   7

The geometry in XYZ format:
```
7
CH2FLiMnO (the ωB97M-V functional and the def2-TZVPD basis)
C -1.02 0.52 0.02
F -1.78 -0.72 -0.07
H -1.34 1.08 -0.88
Mn 1.84 1.07 -0.16
H -1.38 1.02 0.93
Li -0.06 -1.74 -0.05
O 0.28 0.11 0.16
```

Atomic partial charges in e from the Löwdin method, atoms 1 to 4: -0.31, -0.13, 0.14, 0.93

[6]
Molecular formula: C24H26N4O3S
Method: DFT, the ωB97M-V functional and the def2-TZVPD basis

## Properties
Kohn-Sham gap   8.72 eV
SMILES string   C[C@H]1Cc2ccccc2N1C(=O)CSc1nc2ccccc2n1CC(=O)N1CCOCC1
Highest occupied orbital energy   -8.3 eV
Energy relative to the best compared isomer or geometry (same formula, charge and spin)   0.000 eV

The geometry in XYZ format:
```
58
C24H26N4O3S (the ωB97M-V functional and the def2-TZVPD basis)
C -1.66 1.98 3.20
C -1.67 -0.42 -0.16
C -1.77 -1.85 -2.14
H -0.53 -4.37 -0.12
C 2.02 -2.80 -3.52
H -2.97 -1.05 -3.71
C -2.07 3.80 1.40
H 0.72 -0.21 -2.06
O 2.23 -0.38 -3.46
H 1.41 1.61 4.80
O 1.97 0.66 0.78
H 1.00 -3.67 0.45
H -0.14 1.90 5.58
C -1.33 2.82 2.01
O 0.29 -4.59 -2.41
H 2.70 -1.01 2.45
C -1.31 -1.60 -0.86
C 1.72 -0.63 2.74
C 0.41 3.02 0.35
C -0.34 4.01 -0.26
H -1.52 -2.76 -2.67
H 0.50 3.07 4.42
H -2.14 5.18 -0.24
C -0.32 1.29 3.52
H 3.27 -1.78 -1.42
C 2.18 -1.67 -1.41
H -2.03 2.56 4.05
H -3.03 4.10 1.80
C 0.41 2.01 4.65
N -1.10 -0.44 1.08
H 1.36 2.72 -0.06
N 0.46 1.41 2.28
C -0.10 2.43 1.49
C -1.57 4.41 0.25
C 0.70 -3.68 -1.70
N 1.61 -2.79 -2.12
H -0.47 0.24 3.76
C -0.40 -1.53 1.12
H 0.55 -1.35 -4.16
H 1.85 -1.63 -0.37
S 0.55 -2.04 2.50
C -2.59 -0.90 -2.72
C -2.49 0.53 -0.76
H 3.11 -2.93 -3.56
H -2.75 1.44 -0.23
C 1.65 -1.46 -4.16
N -0.47 -2.29 -0.02
H 0.03 4.48 -1.16
H 1.53 -3.63 -4.02
H 2.02 -1.40 -5.18
H 2.32 0.47 -1.63
C 1.39 0.55 1.84
C -2.93 0.28 -2.04
H -3.56 1.00 -2.54
H -2.42 1.24 2.93
H 1.71 -0.40 3.80
C 1.81 -0.36 -2.11
C 0.18 -3.55 -0.26
```

Atomic partial charges in e from the Löwdin method, atoms 1 to 4: -0.07, -0.20, -0.01, 0.14

[7]
Molecular formula: C26H32Cl2O2S2Y
Method: DFT, the ωB97M-V functional and the def2-TZVPD basis

## Properties
Kohn-Sham gap   7.79 eV
Total charge   +3
Highest occupied orbital energy   -17.3 eV
Energy relative to the best compared isomer or geometry (same formula, charge and spin)   0.509 eV

The geometry in XYZ format:
```
65
C26H32Cl2O2S2Y (the ωB97M-V functional and the def2-TZVPD basis)
H -1.06 3.54 -4.47
H 0.96 -2.67 4.55
H 2.96 -2.31 -0.18
C 0.79 0.81 -3.57
H -0.79 -0.96 -1.64
C 0.86 -2.10 0.21
O -0.38 1.45 -0.90
C 2.04 3.64 0.03
C 1.52 -0.02 3.38
H -0.22 -2.95 3.29
H -1.38 -4.65 0.29
H 1.86 3.82 -1.02
C 0.41 2.58 -5.71
H -3.09 0.94 -1.41
C -0.34 2.73 -4.55
H 0.96 -1.03 0.40
C 2.55 2.26 3.73
C 0.06 1.85 3.79
C -2.59 0.98 -2.39
C 1.35 1.56 -5.79
O -1.48 -0.42 0.86
H -3.21 1.60 -3.04
C -2.42 1.52 4.16
C -2.35 -0.39 -3.00
H -3.32 -0.77 -3.34
H -2.63 1.38 5.22
C -0.83 -0.38 3.71
C 0.44 -0.91 3.51
H -1.35 -2.26 -2.66
C 2.01 -2.81 -0.09
C -0.15 1.84 -3.51
C -0.35 -2.76 0.33
S -1.17 2.07 -2.10
H 1.49 -2.69 2.88
H -1.74 -0.28 -3.90
C 1.55 0.69 -4.73
C -1.69 -1.41 -2.07
Y 0.02 1.08 1.17
C -0.43 -4.13 0.17
H 2.80 2.34 4.79
H 2.80 4.30 0.44
H -0.08 2.91 3.99
H -2.51 2.59 3.96
H 2.52 -0.42 3.25
H -2.95 -2.94 -1.12
H 2.83 -4.75 -0.51
Cl 2.57 1.95 0.26
H -3.52 -1.30 -0.84
H 2.35 3.27 3.37
C -2.62 -1.91 -0.96
C 0.68 -2.39 3.53
Cl 0.52 3.90 0.94
C -1.05 0.99 3.85
H 0.94 0.14 -2.74
H 2.29 -0.10 -4.81
H 0.66 -5.92 -0.26
H 1.94 1.45 -6.69
C 1.36 1.36 3.59
H -1.68 -1.06 3.81
C 0.72 -4.85 -0.14
H 0.26 3.26 -6.54
H 3.43 1.86 3.22
C 1.93 -4.19 -0.27
H -3.19 0.99 3.61
S -1.88 -1.91 0.68
```

Atomic partial charges in e from the Löwdin method, atoms 1 to 4: 0.12, 0.12, 0.12, -0.08

[8]
Molecular formula: C2H7N3S2
Method: DFT, the ωB97M-V functional and the def2-TZVPD basis

## Properties
Kohn-Sham gap   9.80 eV
SMILES string   [H]/N=C(/NS)N(C)S
Highest occupied orbital energy   -9.2 eV
Energy relative to the best compared isomer or geometry (same formula, charge and spin)   0.310 eV

The geometry in XYZ format:
```
14
C2H7N3S2 (the ωB97M-V functional and the def2-TZVPD basis)
N -0.46 2.21 -0.45
H 2.21 -1.40 -0.18
H -1.51 -1.41 -1.54
S -0.83 -1.61 -0.39
H -1.45 2.33 -0.38
C -2.18 0.35 0.87
N -0.92 -0.03 0.26
H -2.03 1.20 1.51
N 1.20 0.62 -0.58
S 2.18 -0.26 0.50
H -2.96 0.60 0.08
H 1.65 1.41 -0.99
H -2.54 -0.50 1.46
C -0.12 1.00 -0.25
```

Atomic partial charges in e from the Löwdin method, atoms 1 to 4: 0.14, -0.18, -0.13, 0.79

[9]
Molecular formula: C3H12N3
Method: DFT, the ωB97M-V functional and the def2-TZVPD basis

## Properties
Kohn-Sham gap   10.27 eV
Total charge   +1
Highest occupied orbital energy   -13.3 eV
Energy relative to the best compared isomer or geometry (same formula, charge and spin)   2.155 eV

The geometry in XYZ format:
```
18
C3H12N3 (the ωB97M-V functional and the def2-TZVPD basis)
H -1.52 0.98 -1.68
H -0.60 -2.24 -0.23
H -0.65 -0.44 -1.45
C 2.57 1.22 -0.78
C -0.37 -1.94 0.85
N -0.86 0.50 -1.04
H 3.58 1.55 -0.47
H 1.81 1.92 0.87
H 0.66 -2.13 1.13
H 0.01 1.06 -0.76
H -0.94 -2.56 1.51
H 2.42 0.72 -1.74
N 1.55 1.52 -0.08
N -0.68 -0.50 1.12
H -1.98 1.15 0.54
H -2.42 -0.52 -0.09
H -0.98 -0.48 2.09
C -1.60 0.16 0.20
```

Atomic partial charges in e from the Löwdin method, atoms 1 to 4: 0.18, 0.10, 0.15, -0.06

[10]
Molecular formula: C3H6OS
Method: DFT, the ωB97M-V functional and the def2-TZVPD basis

## Properties
Kohn-Sham gap   9.68 eV
SMILES string   C=COCS
Highest occupied orbital energy   -8.8 eV
Energy relative to the best compared isomer or geometry (same formula, charge and spin)   2.388 eV

The geometry in XYZ format:
```
11
C3H6OS (the ωB97M-V functional and the def2-TZVPD basis)
H -1.22 1.32 -0.99
S -2.25 -0.59 -0.11
H 2.29 -0.42 1.15
C -1.26 0.92 -0.02
H 2.57 -1.33 -0.50
H -1.68 -1.22 0.99
C 1.93 -0.66 0.09
H -1.84 1.61 0.46
O 0.14 0.55 0.59
H 0.46 -0.12 -1.30
C 0.85 -0.06 -0.36
```

Atomic partial charges in e from the Löwdin method, atoms 1 to 4: 0.05, 0.71, 0.09, -0.46